[1]
Entry from OMol25: C5H6NO2PS in the gas phase at a distorted geometry (the ωB97M-V functional and the def2-TZVPD basis).

```
16
Properties=species:S:1:pos:R:3:forces:R:3
C -0.1813 -0.4520 -1.3858 1.3 -1.5 -3.3
C -0.1910 -1.3265 -0.2496 1.1 -1.3 2.9
C 0.2727 0.7045 0.8946 -1.1 -0.1 -2.7
C -0.6135 0.8521 -1.1870 1.0 1.2 2.3
C 0.3365 -1.3245 2.2169 0.8 -0.7 1.0
N 0.2046 -0.6006 0.9828 -1.3 0.0 -1.7
O -0.2633 -2.5158 -0.1845 -0.5 0.1 0.0
O 0.5541 1.5992 1.5728 0.4 1.3 0.7
P -0.2303 2.1072 -2.4064 -1.5 -0.4 -1.6
S 0.5669 -1.1635 -2.7381 -0.8 1.3 1.4
H -1.5938 0.9867 -0.7277 0.1 0.0 0.1
H -0.6444 -1.9100 2.3551 1.8 0.8 0.3
H 1.2020 -1.9944 1.9396 -1.1 0.1 1.2
H 0.6657 -0.6050 3.0859 -1.0 -1.5 -1.8
H 1.0607 2.6199 -2.3008 0.2 0.2 1.0
H -1.1456 3.0226 -1.8678 0.6 0.7 0.2
```
Forces are in eV/Å.

Results
Lowest unoccupied orbital energy (spin up / spin down), eV: -1.396 / -1.393
Electronic energy, eV: -30987.8256
Orbital gap (spin up / spin down), eV: 6.81 / 6.81
Multiplicity: 1

Listed below, in e, are the Mulliken charges computed for each atom:
1 C 0.038
2 C 0.380
3 C 0.546
4 C -0.442
5 C -0.834
6 N 0.061
7 O -0.494
8 O -0.408
9 P -0.038
10 S -0.183
11 H 0.375
12 H 0.267
13 H 0.314
14 H 0.324
15 H 0.053
16 H 0.041

***

[2]
Entry from OMol25: a gas-phase ion, C5H6NO2S (charge +1) at a distorted geometry (the ωB97M-V functional and the def2-TZVPD basis).

```
15
Properties=species:S:1:pos:R:3:forces:R:3
C 0.0022 1.3924 -0.8858 1.3 -2.5 1.6
C -0.9971 0.5210 -0.7687 1.5 0.4 -1.1
C 1.3295 1.0253 -0.4020 1.0 0.7 -0.3
C -0.7824 -0.8913 -0.3019 -3.2 -0.2 1.0
C -1.6961 -0.9778 0.9700 5.2 -4.1 -1.0
N 1.3335 -0.1742 0.4445 0.1 -1.8 0.6
O 2.4077 1.5170 -0.5662 -0.3 0.9 -0.4
O -0.2762 -1.7990 -0.8935 0.5 0.3 -0.3
S 2.6603 -0.8468 0.7828 -0.9 0.1 0.9
H -0.0350 2.3386 -1.2432 -0.5 2.8 -1.2
H -1.9619 0.8932 -1.0502 -0.7 -0.4 -0.1
H -1.6441 -2.0652 1.2622 0.1 1.3 0.4
H -1.2155 -0.2818 1.5931 -0.4 0.9 1.5
H -2.5888 -0.8563 0.5536 -4.2 1.3 -0.9
H 3.4639 0.2048 0.5053 0.7 0.3 -0.8
```
Forces are in eV/Å.

Results
Lowest unoccupied orbital energy, eV: -8.456
Electronic energy, eV: -21690.4535
Orbital gap, eV: 5.50
Multiplicity: 1
Charge: +1

Listed below, in e, are the Mulliken charges computed for each atom:
1 C -0.668
2 C -0.385
3 C 0.795
4 C 0.775
5 C -1.187
6 N -0.062
7 O -0.502
8 O -0.507
9 S 0.304
10 H 0.517
11 H 0.427
12 H 0.278
13 H 0.433
14 H 0.475
15 H 0.306

***

[3]
Entry from OMol25: C5H6O in the gas phase (the ωB97M-V functional and the def2-TZVPD basis).

```
12
Properties=species:S:1:pos:R:3:forces:R:3
C 2.2842 1.2991 0.2549 0.1 0.0 0.1
C 0.9796 0.7312 -0.0686 -0.4 -0.2 -0.1
C -0.0844 0.2447 -0.3660 0.5 0.2 0.1
C -1.3406 -0.3929 -0.7402 -0.2 0.0 -0.2
C -1.9733 -1.2958 0.2955 0.0 -0.1 0.1
O -1.8517 -0.1947 -1.8221 0.2 -0.1 0.3
H 2.5469 1.1232 1.3010 -0.1 0.0 -0.1
H 3.0567 0.8374 -0.3670 -0.1 0.1 0.0
H 2.2993 2.3773 0.0731 0.0 -0.1 0.0
H -1.2633 -1.6115 1.0617 0.0 0.1 -0.1
H -2.7827 -0.7432 0.7837 0.1 0.0 -0.1
H -2.4124 -2.1671 -0.1959 0.0 0.1 0.0
```
Forces are in eV/Å.

Results
Lowest unoccupied orbital energy, eV: 0.638
Electronic energy, eV: -7327.8573
SMILES string: CC#CC(C)=O
Orbital gap, eV: 10.65
Multiplicity: 1

Listed below, in e, are the Mulliken charges computed for each atom:
1 C -1.272
2 C 1.135
3 C -0.192
4 C 0.056
5 C -0.995
6 O -0.514
7 H 0.303
8 H 0.288
9 H 0.300
10 H 0.311
11 H 0.268
12 H 0.312

***

[4]
Entry from OMol25: a molecular structure, C5H6O (the ωB97M-V functional and the def2-TZVPD basis).

```
12
Properties=species:S:1:pos:R:3:forces:R:3
C -1.3018 -0.9813 -0.2194 0.0 0.0 0.0
C -0.2098 -0.0026 -0.0849 -0.2 0.1 0.1
C -0.1181 1.4850 -0.0026 -0.2 0.2 0.0
O 1.2996 1.3600 0.2899 -0.1 0.3 0.0
C 1.1335 -0.0484 0.1680 0.1 -1.0 -0.1
C 1.9504 -1.1778 0.2331 0.0 0.4 0.2
H -0.8806 -1.9910 -0.2772 -0.2 0.2 0.0
H -1.9260 -0.7598 -1.0983 0.2 -0.1 0.2
H -1.9499 -0.9078 0.6709 0.2 -0.1 -0.3
H -0.7141 1.9548 0.7932 0.3 -0.1 -0.1
H -0.2876 2.0122 -0.9480 0.0 -0.1 0.1
H 3.0046 -0.9435 0.4754 -0.3 0.2 -0.1
```
Forces are in eV/Å.

Results
Lowest unoccupied orbital energy, eV: -0.996
Electronic energy, eV: -7324.4297
Orbital gap, eV: 7.57
Multiplicity: 1

Listed below, in e, are the Mulliken charges computed for each atom:
1 C -1.072
2 C 0.520
3 C -0.194
4 O -0.434
5 C 0.275
6 C -0.738
7 H 0.331
8 H 0.306
9 H 0.279
10 H 0.254
11 H 0.227
12 H 0.247

***

[5]
Entry from OMol25: C5H6O in the gas phase (the ωB97M-V functional and the def2-TZVPD basis).

```
12
Properties=species:S:1:pos:R:3:forces:R:3
C -0.2350 0.0700 -1.4651 -0.1 0.0 0.0
C 0.7078 0.3755 -0.3021 0.1 0.1 -0.1
C 0.0603 0.1759 1.0577 -0.2 0.4 0.3
C -0.4312 1.0952 1.8446 0.3 -0.4 -0.4
C -0.0959 -1.2239 1.5756 0.0 -0.5 -0.1
O 0.0027 -2.1818 0.8461 0.1 0.4 0.3
H -0.6186 -0.9519 -1.3927 0.0 0.2 0.0
H -1.0774 0.7688 -1.4791 0.1 -0.1 0.0
H 0.3077 0.1651 -2.4120 -0.1 0.0 0.1
H 1.0880 1.3993 -0.3717 -0.1 -0.1 0.0
H 1.5699 -0.2991 -0.3381 -0.1 0.1 0.0
H -0.2726 -1.3368 2.6583 -0.1 0.0 -0.2
```
Forces are in eV/Å.

Results
Lowest unoccupied orbital energy, eV: -0.985
Electronic energy, eV: -7325.5690
Orbital gap, eV: 9.45
Multiplicity: 1

Listed below, in e, are the Mulliken charges computed for each atom:
1 C -1.001
2 C -0.504
3 C 0.386
4 C -0.208
5 C -0.140
6 O -0.452
7 H 0.314
8 H 0.309
9 H 0.301
10 H 0.364
11 H 0.271
12 H 0.359

***

[6]
Entry from OMol25: C5H6O in the gas phase (the ωB97M-V functional and the def2-TZVPD basis).

```
12
Properties=species:S:1:pos:R:3:forces:R:3
O -2.2423 -0.1819 0.9609 0.0 -0.1 0.1
C -1.4531 0.7962 1.4451 0.1 0.1 0.2
C -0.1185 0.6596 1.3619 -0.1 -0.1 -0.5
C 0.5369 0.1048 0.3676 -0.2 0.0 -0.1
C 0.3006 -0.3618 -1.0359 0.0 0.1 -0.3
C 1.6319 -0.5610 -0.3125 0.3 -0.1 0.1
H -1.6611 -0.6219 0.3087 -0.4 -0.2 0.3
H -2.0054 1.6209 1.8832 0.1 0.0 -0.1
H -0.3041 -1.2657 -1.1623 0.1 0.3 0.1
H 0.2255 0.3256 -1.8719 0.2 0.0 0.1
H 2.4279 0.0901 -0.6616 0.0 -0.1 0.1
H 1.9480 -1.5619 -0.0341 0.0 0.1 0.0
```
Forces are in eV/Å.

Results
Lowest unoccupied orbital energy, eV: 0.224
Electronic energy, eV: -7325.3646
SMILES string: OC=C=C1CC1
Orbital gap, eV: 8.56
Multiplicity: 1

Listed below, in e, are the Mulliken charges computed for each atom:
1 O -0.429
2 C 0.063
3 C -0.585
4 C 0.479
5 C -0.800
6 C -0.380
7 H 0.306
8 H 0.367
9 H 0.311
10 H 0.221
11 H 0.221
12 H 0.227

***

[7]
Entry from OMol25: a molecular structure, C5H6O at a distorted geometry (the ωB97M-V functional and the def2-TZVPD basis).

```
12
Properties=species:S:1:pos:R:3:forces:R:3
O 0.6487 -0.6050 1.2214 -1.4 -0.3 -0.7
C 0.8071 -0.2977 -0.1142 0.4 0.2 -0.9
C 0.2964 1.1288 -0.2834 0.2 0.0 -0.1
C -0.9769 0.9202 0.5220 0.3 -0.5 0.5
C -0.7559 -0.2690 1.1071 0.0 0.6 1.9
C 0.8082 -1.2701 -1.0095 0.6 0.1 -0.4
H 0.1021 1.3397 -1.3387 -0.1 0.1 0.2
H 0.9726 1.8830 0.1290 0.0 0.0 -0.1
H -1.7998 1.6275 0.6721 0.1 -0.8 -0.6
H -1.3436 -1.0901 1.4792 -0.5 0.4 0.6
H 0.9796 -2.3105 -0.7397 -0.2 0.3 0.0
H 0.5451 -0.9969 -2.0158 0.5 -0.1 -0.4
```
Forces are in eV/Å.

Results
Lowest unoccupied orbital energy, eV: 1.053
Electronic energy, eV: -7326.4822
Orbital gap, eV: 9.96
Multiplicity: 1

Listed below, in e, are the Mulliken charges computed for each atom:
1 O -0.348
2 C 0.532
3 C -0.547
4 C -0.152
5 C -0.491
6 C -0.871
7 H 0.293
8 H 0.252
9 H 0.369
10 H 0.428
11 H 0.285
12 H 0.250

***

[8]
Entry from OMol25: C5H6O in the gas phase (the ωB97M-V functional and the def2-TZVPD basis).

```
12
Properties=species:S:1:pos:R:3:forces:R:3
C -1.5776 0.6648 -1.8300 -0.2 0.0 0.4
C -1.2079 0.4644 -0.6965 0.3 0.0 -0.9
C 0.0133 0.0403 -0.0293 0.0 0.0 0.2
O 0.9792 -0.1899 -1.0314 0.4 -0.4 0.0
C 0.6403 0.5910 1.2047 0.1 0.2 0.1
C 0.1842 -0.8460 1.1679 0.0 -0.2 0.1
H -1.7012 0.8141 -2.8764 -0.6 0.2 0.1
H 0.6012 -0.8787 -1.5966 0.2 0.2 0.0
H 1.6954 0.8046 1.0697 -0.1 -0.1 0.2
H 0.0961 1.2849 1.8368 0.0 -0.1 -0.2
H 0.9392 -1.6082 1.0022 -0.1 0.1 0.2
H -0.6621 -1.1411 1.7790 0.0 0.1 -0.2
```
Forces are in eV/Å.

Results
Lowest unoccupied orbital energy, eV: 0.896
Electronic energy, eV: -7325.9506
SMILES string: C#CC1(O)CC1
Orbital gap, eV: 10.47
Multiplicity: 1

Listed below, in e, are the Mulliken charges computed for each atom:
1 C -0.160
2 C -0.764
3 C 1.102
4 O -0.527
5 C -0.722
6 C -0.660
7 H 0.358
8 H 0.357
9 H 0.250
10 H 0.251
11 H 0.255
12 H 0.260

***

[9]
Entry from OMol25: C5H6O in the gas phase at a distorted geometry (the ωB97M-V functional and the def2-TZVPD basis).

```
12
Properties=species:S:1:pos:R:3:forces:R:3
C -0.2006 -1.8614 0.8181 -0.1 0.0 0.0
C 0.1102 -0.4162 0.8773 -1.8 -0.8 0.9
O 1.1971 0.0497 0.3412 1.4 1.0 -0.6
C 1.0551 1.3053 -0.1814 0.1 -0.1 -0.4
C -0.0348 1.5802 -1.0121 -0.1 0.2 -0.1
C -0.9414 1.8246 -1.7863 0.4 -0.1 0.2
H 0.4927 -2.3855 0.1571 0.0 0.0 0.1
H -1.2160 -1.9792 0.4162 0.1 -0.1 0.0
H -0.1928 -2.3323 1.8092 0.0 0.0 -0.1
H -0.5773 0.3211 1.2773 -0.1 -0.2 -0.1
H 1.9587 1.8917 -0.1522 -0.1 0.0 -0.1
H -1.6510 2.0019 -2.5644 0.1 0.0 0.2
```
Forces are in eV/Å.

Results
Lowest unoccupied orbital energy (spin up / spin down), eV: -0.139 / 1.010
Electronic energy, eV: -7324.3677
Orbital gap (spin up / spin down), eV: 6.80 / 8.56
Multiplicity: 1

Listed below, in e, are the Mulliken charges computed for each atom:
1 C -0.926
2 C -0.121
3 O -0.324
4 C -0.692
5 C -0.173
6 C 0.128
7 H 0.290
8 H 0.276
9 H 0.272
10 H 0.507
11 H 0.359
12 H 0.405

***

[10]
Entry from OMol25: a molecular structure, C5H6O (the ωB97M-V functional and the def2-TZVPD basis).

```
12
Properties=species:S:1:pos:R:3:forces:R:3
C 2.3933 -1.2753 -0.4404 -0.4 0.2 0.1
C 1.4371 -0.6338 -0.0895 0.5 -0.2 -0.1
C 0.2745 0.1367 0.3427 0.1 0.0 0.2
C -0.9873 -0.6557 0.2606 0.0 -0.3 0.4
O -1.3867 -0.0822 -0.8392 -0.4 0.2 -0.4
C -0.3901 0.8948 -0.8231 0.3 -0.2 -0.2
H 3.2250 -1.8598 -0.7668 -0.1 0.1 0.1
H 0.4440 0.6770 1.2789 0.0 -0.1 -0.2
H -1.5996 -1.3246 0.8486 0.1 0.1 -0.1
H -1.8848 1.3135 1.2896 0.0 0.1 0.0
H -1.5962 1.7481 0.7335 -0.1 0.0 0.2
H 0.0710 1.0613 -1.7949 0.0 0.0 0.1
```
Forces are in eV/Å.

Results
Lowest unoccupied orbital energy (spin up / spin down), eV: 0.138 / 0.458
Electronic energy, eV: -7322.3914
Orbital gap (spin up / spin down), eV: 7.91 / 8.58
Multiplicity: 1

Listed below, in e, are the Mulliken charges computed for each atom:
1 C 0.396
2 C -1.045
3 C 0.311
4 C -0.261
5 O -0.199
6 C -0.583
7 H 0.419
8 H 0.340
9 H 0.343
10 H -0.009
11 H 0.021
12 H 0.267

***

- Which formula does entry 5 have?
  C5H6O

***

- Look up the multiplicity of the seventh one.
  1